No. 1
Molecular formula: C14H32O14
Method: DFT, ωB97M-V/def2-TZVPD

Element x y z (Å)
C1 -0.14 -1.42 -0.02
O1 1.02 -1.96 -0.59
H1 -0.28 -0.44 -0.48
H2 -1.10 -1.90 -0.23
H3 -0.07 -1.34 1.07
H4 1.13 -1.71 -1.51
C2 -3.38 -3.02 -4.84
O2 -4.31 -3.90 -4.16
H5 -3.18 -3.22 -5.89
H6 -3.63 -1.96 -4.81
H7 -2.49 -3.31 -4.28
H8 -4.81 -3.34 -3.57
C3 -3.56 -4.95 3.81
O3 -4.79 -5.27 4.44
C4 -4.90 -5.19 5.75
O4 -4.03 -4.73 6.49
O5 -6.07 -5.69 6.18
C5 -6.48 -5.74 7.55
H9 -3.19 -3.99 4.15
H10 -3.75 -5.06 2.74
H11 -2.87 -5.77 4.03
H12 -7.16 -6.58 7.69
H13 -6.97 -4.80 7.82
H14 -5.69 -5.71 8.29
C6 7.64 6.10 1.09
O6 6.41 5.61 1.49
C7 5.79 4.78 0.73
O7 6.09 4.51 -0.41
O8 4.79 4.28 1.49
C8 3.85 3.39 1.09
H15 7.75 6.40 0.04
H16 8.19 5.19 1.32
H17 7.79 6.91 1.80
H18 3.96 2.99 0.08
H19 2.88 3.88 1.17
H20 3.97 2.57 1.80
C9 1.12 -2.22 -8.46
O9 1.53 -2.06 -7.05
C10 2.77 -1.63 -6.79
O10 3.64 -1.42 -7.72
O11 2.90 -1.52 -5.47
C11 4.25 -1.56 -4.97
H21 0.10 -2.61 -8.52
H22 1.82 -2.86 -9.00
H23 1.09 -1.23 -8.91
H24 4.88 -0.89 -5.55
H25 4.67 -2.56 -5.06
H26 4.14 -1.29 -3.92
C12 -0.53 6.58 1.61
O12 -1.38 5.87 2.47
C13 -1.90 4.65 2.31
O13 -2.03 4.03 1.24
O14 -2.28 4.17 3.55
C14 -2.89 2.91 3.67
H27 -0.80 7.64 1.54
H28 -0.62 6.20 0.59
H29 0.49 6.51 1.99
H30 -2.69 2.09 2.98
H31 -3.95 3.06 3.47
H32 -2.74 2.52 4.68

Computed properties:
SMILES ... COC(=O)OC.COC(=O)OC.COC(=O)OC.COC(=O)OC.CO.CO
Energy above the lowest of the compared OMol25 structures with the same formula, charge and spin ... 0.000 eV
E_tot ... -1605.87553 Eh

Atom charges from the Löwdin analysis, given in e for atoms 1 to 4:
1 C -0.174
2 O -0.118
3 H 0.074
4 H 0.067



No. 2
Molecular formula: C3H6O4PS
Method: DFT, ωB97M-V/def2-TZVPD

Element x y z (Å)
C1 0.54 -1.27 0.42
C2 -1.72 -1.69 0.40
C3 0.08 2.45 -0.38
O1 3.16 -0.40 0.21
O2 0.66 -2.44 0.73
O3 1.40 0.32 -1.75
O4 -0.69 -0.70 0.36
P1 1.78 -0.02 -0.10
S1 0.96 1.63 1.02
H1 -1.68 -2.35 -0.44
H2 -2.65 -1.12 0.14
H3 -1.49 -2.29 1.31
H4 -0.98 2.17 -0.37
H5 0.55 2.19 -1.32
H6 0.09 3.52 -0.24

Computed properties:
SMILES ... COC(=O)[P@@](=O)([O-])SC
Energy above the lowest of the compared OMol25 structures with the same formula, charge and spin ... 0.214 eV
E_tot ... -1158.51110 Eh
Charge ... -1

Atom charges from the Löwdin analysis, given in e for atoms 1 to 4:
1 C -0.582
2 C -0.073
3 C -0.463
4 O -0.392



No. 3
Molecular formula: C2H6N2O2S
Method: DFT, ωB97M-V/def2-TZVPD

Element x y z (Å)
C1 -1.02 -0.02 0.39
C2 -0.84 -1.42 -0.08
N1 -0.23 -0.29 -0.78
N2 2.29 1.28 -0.41
O1 1.81 -0.16 1.55
O2 2.47 -1.27 -0.63
S1 1.78 -0.25 0.07
H1 -2.07 0.47 0.32
H2 -0.63 0.30 1.34
H3 -0.29 -2.08 0.49
H4 -1.66 -1.75 -0.50
H5 1.78 2.01 -0.07
H6 2.85 1.36 -1.20

Computed properties:
Energy above the lowest of the compared OMol25 structures with the same formula, charge and spin ... 4.042 eV
E_tot ... -737.74805 Eh
Spin multiplicity ... 3

Atom charges from the Löwdin analysis, given in e for atoms 1 to 4:
1 C -0.225
2 C -0.156
3 N -0.001
4 N -0.062



No. 4
Molecular formula: C67H50Cl4IN7OTeW
Method: DFT, ωB97M-V/def2-TZVPD

Element x y z (Å)
W1 -0.14 0.64 0.09
Cl1 9.17 0.46 0.93
C1 7.51 0.16 0.66
C2 6.76 -0.56 1.58
C3 5.43 -0.82 1.35
C4 4.78 -0.38 0.18
C5 5.55 0.41 -0.70
C6 6.88 0.67 -0.47
C7 3.36 -0.53 -0.02
C8 2.49 -1.06 0.98
C9 2.74 -2.21 1.76
C10 1.69 -2.36 2.62
C11 0.82 -1.26 2.39
C12 -0.14 -0.80 3.30
C13 -0.45 -1.63 4.47
C14 -0.24 -1.15 5.77
C15 -0.56 -1.92 6.87
C16 -1.08 -3.20 6.70
Cl2 -1.50 -4.15 8.06
C17 -1.25 -3.70 5.41
C18 -0.93 -2.93 4.32
C19 -0.64 0.50 3.21
N1 -0.41 1.36 2.15
C20 -0.93 2.58 2.54
C21 -0.93 3.76 1.79
C22 -1.32 5.02 2.46
C23 -0.48 5.54 3.44
C24 -0.74 6.76 4.03
C25 -1.88 7.47 3.66
Cl3 -2.22 8.99 4.39
C26 -2.75 6.94 2.71
C27 -2.46 5.74 2.10
C28 -0.53 3.80 0.46
C29 -0.54 4.97 -0.35
C30 -0.11 4.60 -1.59
C31 0.21 3.21 -1.52
N2 -0.08 2.71 -0.26
C32 0.82 2.51 -2.56
C33 1.44 1.26 -2.40
C34 2.46 0.77 -3.27
C35 3.28 0.00 -2.51
C36 2.74 -0.01 -1.19
N3 1.54 0.64 -1.17
C37 1.20 3.26 -3.78
C38 0.70 2.95 -5.04
C39 1.15 3.63 -6.16
C40 2.14 4.59 -6.03
Cl4 2.74 5.39 -7.43
C41 2.64 4.91 -4.78
C42 2.17 4.25 -3.66
C43 -1.52 2.47 3.84
C44 -1.37 1.18 4.24
N4 1.28 -0.51 1.32
H1 7.22 -0.92 2.49
H2 4.88 -1.35 2.11
H3 5.08 0.88 -1.55
H4 7.43 1.29 -1.17
H5 3.57 -2.88 1.64
H6 1.55 -3.10 3.37
H7 0.21 -0.18 5.91
H8 -0.38 -1.54 7.86
H9 -1.63 -4.71 5.28
H10 -1.06 -3.34 3.33
H11 0.41 4.99 3.73
H12 -0.06 7.18 4.76
H13 -3.64 7.49 2.45
H14 -3.14 5.33 1.36
H15 -0.84 5.94 -0.02
H16 0.00 5.22 -2.45
H17 2.57 1.03 -4.31
H18 4.17 -0.53 -2.81
H19 -0.04 2.18 -5.13
H20 0.75 3.40 -7.13
H21 3.41 5.67 -4.68
H22 2.58 4.49 -2.68
H23 -1.98 3.28 4.36
H24 -1.72 0.74 5.15
C45 -4.29 -0.37 -0.26
Te1 -2.95 0.94 0.87
C46 -3.70 -0.23 2.56
C47 -4.95 -0.92 2.08
C48 -5.81 -1.50 3.00
C49 -6.97 -2.13 2.58
C50 -7.26 -2.19 1.23
C51 -6.40 -1.62 0.30
C52 -5.24 -0.99 0.73
H25 -3.70 -1.14 -0.78
H26 -4.84 0.19 -1.01
H27 -3.92 0.46 3.38
H28 -2.97 -0.95 2.93
H29 -5.59 -1.44 4.06
H30 -7.64 -2.56 3.30
H31 -8.17 -2.67 0.89
H32 -6.64 -1.65 -0.75
I1 -4.68 3.16 -2.80
C53 -3.21 1.65 -2.87
C54 -3.22 0.66 -3.84
C55 -2.18 -0.26 -3.79
C56 -1.24 -0.22 -2.79
N5 -1.26 0.70 -1.78
C57 -2.23 1.65 -1.89
H33 -3.99 0.60 -4.60
H34 -2.09 -1.03 -4.55
H35 -0.43 -0.92 -2.80
H36 -2.20 2.51 -1.22
C58 1.86 -6.46 -4.46
C59 2.52 -6.17 -3.12
N6 2.07 -4.92 -2.49
C60 2.85 -3.72 -2.71
C61 2.35 -2.97 -3.95
C62 0.85 -4.99 -1.92
O1 0.18 -6.01 -2.01
C63 0.24 -3.90 -1.04
C64 -0.68 -4.46 -0.14
C65 -1.46 -3.65 0.65
C66 -1.29 -2.28 0.54
N7 -0.42 -1.70 -0.29
C67 0.33 -2.52 -1.06
H37 2.26 -7.40 -4.85
H38 2.05 -5.68 -5.19
H39 0.79 -6.58 -4.34
H40 3.60 -6.12 -3.22
H41 2.26 -6.97 -2.43
H42 3.89 -4.02 -2.87
H43 2.81 -3.09 -1.82
H44 2.56 -3.55 -4.85
H45 2.84 -2.01 -4.06
H46 1.27 -2.82 -3.89
H47 -0.78 -5.54 -0.13
H48 -2.20 -4.06 1.31
H49 -1.90 -1.62 1.16
H50 1.03 -2.01 -1.73

Computed properties:
Energy above the lowest of the compared OMol25 structures with the same formula, charge and spin ... 1.837 eV
E_tot ... -5514.85329 Eh
Charge ... +2

Atom charges from the Löwdin analysis, given in e for atoms 1 to 4:
1 W 1.501
2 Cl 0.753
3 C -0.655
4 C -0.071



No. 5
Molecular formula: C27H68BrO21S5
Method: DFT, ωB97M-V/def2-TZVPD

Element x y z (Å)
Br1 -18.49 8.30 16.59
O1 -18.67 7.50 23.02
S1 -19.06 7.85 21.64
O2 -20.42 7.45 21.22
O3 -18.91 9.47 21.52
C1 -19.50 10.18 20.39
C2 -18.74 11.45 19.98
C3 -17.84 7.38 20.34
H1 -20.55 10.35 20.63
H2 -19.65 9.57 19.50
H3 -17.81 11.27 19.44
H4 -18.63 12.15 20.81
H5 -19.33 11.94 19.22
H6 -17.10 8.18 20.31
H7 -18.44 7.32 19.43
H8 -17.28 6.46 20.54
O4 -11.64 6.72 19.18
S2 -11.57 7.94 18.38
O5 -10.43 8.20 17.49
O6 -12.97 8.20 17.51
C4 -14.26 7.95 18.10
C5 -14.78 6.61 17.62
C6 -11.73 9.47 19.43
H9 -15.03 8.67 17.86
H10 -14.30 7.87 19.19
H11 -14.04 5.87 17.94
H12 -14.88 6.57 16.54
H13 -15.74 6.32 18.03
H14 -12.21 9.13 20.35
H15 -12.31 10.23 18.91
H16 -10.78 9.94 19.66
O7 -20.28 12.63 17.21
S3 -20.35 13.03 15.78
O8 -21.56 13.68 15.25
O9 -19.04 14.01 15.33
C7 -17.73 13.83 15.90
C8 -17.65 14.35 17.37
C9 -19.97 11.53 14.71
H17 -16.87 14.22 15.36
H18 -17.52 12.77 16.08
H19 -17.74 15.43 17.52
H20 -16.67 14.09 17.78
H21 -18.34 13.84 18.04
H22 -20.08 11.86 13.67
H23 -20.79 10.82 14.81
H24 -19.01 11.08 14.95
O10 -21.78 4.52 17.52
S4 -20.53 3.73 17.21
O11 -20.40 2.34 17.59
O12 -20.20 3.88 15.62
C10 -20.07 5.16 14.97
C11 -20.56 5.20 13.56
C12 -19.02 4.45 17.85
H25 -19.06 5.55 15.01
H26 -20.65 5.89 15.52
H27 -19.97 4.48 12.99
H28 -20.42 6.20 13.16
H29 -21.62 4.96 13.65
H30 -18.99 4.11 18.88
H31 -19.12 5.53 17.81
H32 -18.12 4.08 17.36
O13 -15.46 7.26 11.02
S5 -15.42 7.36 12.48
O14 -14.47 6.52 13.31
O15 -15.19 8.95 12.97
C13 -15.25 9.20 14.41
C14 -14.93 10.70 14.65
C15 -17.18 7.08 12.97
H33 -14.55 8.55 14.94
H34 -16.26 8.94 14.72
H35 -15.65 11.41 14.25
H36 -14.01 10.85 14.07
H37 -14.61 10.83 15.68
H38 -17.29 6.73 14.00
H39 -17.60 6.33 12.30
H40 -17.73 8.00 12.77
C16 -14.28 12.51 19.73
O16 -14.22 11.52 20.73
C17 -15.45 10.86 21.09
C18 -15.29 9.84 22.31
O17 -14.41 8.83 21.91
C19 -14.11 7.81 22.91
C20 -15.24 6.89 23.31
O18 -15.55 6.11 22.15
C21 -16.33 4.97 22.47
H41 -13.29 12.96 19.67
H42 -14.96 13.31 20.03
H43 -14.60 12.21 18.73
H44 -15.98 10.29 20.33
H45 -16.08 11.68 21.45
H46 -16.25 9.38 22.57
H47 -14.86 10.35 23.18
H48 -13.73 8.34 23.78
H49 -13.35 7.11 22.55
H50 -16.08 7.45 23.72
H51 -14.83 6.30 24.13
H52 -17.22 5.16 23.07
H53 -15.77 4.33 23.16
H54 -16.48 4.38 21.57
C22 -22.05 9.35 16.96
O19 -23.03 8.58 17.63
C23 -22.17 7.62 18.30
C24 -22.98 6.90 19.37
O20 -24.35 6.72 19.04
C25 -24.69 5.30 19.09
C26 -24.58 4.59 20.45
O21 -25.29 5.23 21.49
C27 -24.88 4.84 22.80
H55 -22.46 10.14 16.33
H56 -21.41 8.84 16.24
H57 -21.39 9.92 17.62
H58 -21.28 7.97 18.82
H59 -21.80 6.88 17.60
H60 -22.81 7.37 20.34
H61 -22.44 5.96 19.45
H62 -24.09 4.62 18.47
H63 -25.72 5.13 18.79
H64 -23.52 4.51 20.68
H65 -24.99 3.59 20.32
H66 -23.80 4.79 22.87
H67 -25.23 3.81 22.95
H68 -25.35 5.45 23.57

Computed properties:
E_tot ... -7214.35333 Eh
Charge ... -1

Atom charges from the Löwdin analysis, given in e for atoms 1 to 4:
1 Br -0.278
2 O -0.319
3 S 0.688
4 O -0.307



No. 6
Molecular formula: C5H9N2O3P
Method: DFT, ωB97M-V/def2-TZVPD

Element x y z (Å)
C1 2.73 -0.69 0.52
C2 1.54 -0.04 -1.62
C3 1.61 -0.99 -0.28
C4 -2.51 -0.79 -0.72
C5 -0.65 1.50 2.01
N1 3.67 -0.42 1.11
N2 0.20 0.49 -1.71
O1 0.42 -0.81 0.46
O2 -1.86 0.28 -0.03
O3 0.00 1.66 0.75
P1 -0.32 0.51 -0.27
H1 2.15 0.89 -1.67
H2 1.77 -0.72 -2.46
H3 1.73 -2.09 -0.41
H4 -2.76 -1.72 -0.03
H5 -1.69 -1.22 -1.40
H6 -3.48 -0.29 -1.10
H7 -1.64 1.84 1.92
H8 -0.09 2.09 2.63
H9 -0.82 0.51 2.29

Computed properties:
Energy above the lowest of the compared OMol25 structures with the same formula, charge and spin ... 2.663 eV
E_tot ... -872.48420 Eh

Atom charges from the Löwdin analysis, given in e for atoms 1 to 4:
1 C -0.208
2 C -0.210
3 C -0.324
4 C -0.099



No. 7
Molecular formula: C4H9N2O
Method: DFT, ωB97M-V/def2-TZVPD

Element x y z (Å)
C1 2.29 -0.78 -0.61
C2 1.92 0.42 -0.21
C3 -1.92 0.29 0.35
C4 0.50 0.94 0.24
N1 -2.98 -0.55 0.10
N2 -0.47 -0.19 0.22
O1 -2.59 0.39 -0.90
H1 3.42 -0.81 -0.67
H2 1.71 -1.67 -0.64
H3 2.63 1.02 0.12
H4 -1.93 1.01 1.03
H5 0.11 1.82 -0.40
H6 0.74 1.20 1.27
H7 -2.74 -1.49 -0.23
H8 -0.26 -0.84 0.96
H9 -0.43 -0.74 -0.63

Computed properties:
SMILES ... C=CC[NH2+][C@@H]1NO1
Energy above the lowest of the compared OMol25 structures with the same formula, charge and spin ... 5.927 eV
E_tot ... -342.13945 Eh
Charge ... +1

Atom charges from the Löwdin analysis, given in e for atoms 1 to 4:
1 C 0.047
2 C -0.128
3 C -0.256
4 C -0.087



No. 8
Molecular formula: C6H7ClN2OS2
Method: DFT, ωB97M-V/def2-TZVPD

Element x y z (Å)
C1 -2.47 -0.27 -0.05
C2 -1.45 -1.10 0.53
C3 1.57 -0.29 -1.33
C4 1.86 1.21 -1.23
C5 -0.12 -1.23 0.07
C6 1.00 1.09 1.39
N1 -3.58 -0.26 0.59
N2 -1.90 -1.73 1.70
O1 0.27 -0.61 -1.05
S1 -3.46 -1.26 1.94
S2 2.41 1.44 0.57
Cl1 -0.44 2.00 1.08
H1 -2.56 0.09 -1.00
H2 1.54 -0.52 -2.50
H3 2.21 -0.78 -0.61
H4 2.62 1.56 -1.76
H5 0.95 1.82 -1.41
H6 0.54 -1.75 0.78
H7 1.04 0.58 2.29

Computed properties:
Energy above the lowest of the compared OMol25 structures with the same formula, charge and spin ... 0.771 eV
E_tot ... -1673.98886 Eh

Atom charges from the Löwdin analysis, given in e for atoms 1 to 4:
1 C -0.277
2 C -0.383
3 C -0.279
4 C -0.339



No. 9
Molecular formula: C2H8NO2
Method: DFT, ωB97M-V/def2-TZVPD

Element x y z (Å)
C1 -0.08 -0.07 0.09
O1 0.93 0.98 -0.16
C2 -1.62 0.25 -0.24
N1 -2.87 -0.77 0.21
H1 0.26 -0.87 -0.55
H2 0.14 -0.37 1.07
H3 -1.77 1.30 -0.02
H4 -1.66 0.22 -1.33
H5 -2.42 -1.69 0.29
H6 -2.03 -0.11 0.89
H7 3.93 -0.05 0.38
H8 1.84 0.64 -0.02
O2 3.07 -0.33 0.01

Computed properties:
E_tot ... -285.92821 Eh
Spin multiplicity ... 2
Charge ... -2

Atom charges from the Löwdin analysis, given in e for atoms 1 to 4:
1 C -0.319
2 O -0.199
3 C -0.573
4 N -0.221



No. 10
Molecular formula: H4O2
Method: DFT, ωB97M-V/def2-TZVPD

Element x y z (Å)
H1 0.72 -0.30 0.11
H2 2.02 0.49 0.37
H3 -1.95 -0.58 0.16
H4 -1.28 0.77 -0.34
O1 1.65 -0.22 -0.18
O2 -1.15 -0.17 -0.12

Computed properties:
SMILES ... O.O
Energy above the lowest of the compared OMol25 structures with the same formula, charge and spin ... 0.108 eV
E_tot ... -152.87096 Eh

Atom charges from the Löwdin analysis, given in e for atoms 1 to 4:
1 H -0.010
2 H 0.040
3 H 0.039
4 H 0.068



No. 11
Molecular formula: C18H20O4
Method: DFT, ωB97M-V/def2-TZVPD

Element x y z (Å)
O1 3.02 2.64 -2.51
O2 -0.29 3.83 -1.17
O3 -0.14 -1.56 -1.35
O4 1.15 -2.37 0.47
C1 2.42 2.69 -1.44
C2 -3.82 1.76 -1.85
C3 -3.85 0.43 -1.93
C4 1.08 1.88 -1.36
C5 1.05 0.33 -1.32
C6 -2.67 2.56 -1.63
C7 -2.63 -0.23 -1.95
C8 -0.20 2.53 -1.43
C9 -0.15 -0.21 -1.60
C10 -1.41 1.86 -1.52
C11 -1.40 0.45 -1.69
C12 2.83 3.63 -0.32
C13 -0.26 -1.47 3.96
C14 -0.07 -2.96 0.97
C15 1.20 -1.98 -0.93
C16 2.04 -0.71 -1.15
C17 0.66 -2.64 3.58
C18 0.32 -3.59 2.44
H1 0.04 4.32 -1.98
H2 -4.73 2.29 -1.78
H3 -4.77 -0.23 -1.88
H4 -2.73 3.69 -1.43
H5 -2.78 -1.32 -2.04
H6 2.02 4.11 0.21
H7 3.38 3.14 0.56
H8 3.44 4.41 -0.74
H9 -1.35 -1.66 4.08
H10 0.13 -1.01 4.86
H11 -0.16 -0.54 3.31
H12 -0.86 -2.19 0.99
H13 -0.38 -3.78 0.38
H14 1.54 -2.86 -1.50
H15 2.68 -0.44 -0.30
H16 2.63 -0.92 -2.04
H17 1.72 -2.24 3.51
H18 0.72 -3.30 4.45
H19 -0.58 -4.13 2.68
H20 1.16 -4.25 2.39

Computed properties:
SMILES ... CCCCO[C@@H]1Cc2c(C(C)=O)c(O)c3ccccc3c2O1
Energy above the lowest of the compared OMol25 structures with the same formula, charge and spin ... 3.116 eV
E_tot ... -998.76437 Eh

Atom charges from the Löwdin analysis, given in e for atoms 1 to 4:
1 O 0.089
2 O 0.036
3 O 0.005
4 O -0.104



No. 12
Molecular formula: CH4N2O3
Method: DFT, ωB97M-V/def2-TZVPD

Element x y z (Å)
C1 0.09 -0.06 -1.36
N1 -0.78 0.38 -0.26
N2 0.30 -0.28 1.81
O1 0.29 -1.36 1.25
O2 0.68 0.12 2.89
O3 -0.05 0.88 0.87
H1 0.77 -0.65 -0.85
H2 -0.54 -0.77 -1.93
H3 0.68 0.72 -1.74
H4 -1.43 1.02 -0.68

Computed properties:
SMILES ... CNO[N+](=O)[O-]
Energy above the lowest of the compared OMol25 structures with the same formula, charge and spin ... 4.277 eV
E_tot ... -375.51007 Eh

Atom charges from the Löwdin analysis, given in e for atoms 1 to 4:
1 C -0.085
2 N -0.102
3 N -0.326
4 O 0.102